# C84H170N8O14

11 unconnected molecules or ions with the total composition C84H170N8O14 in a non-equilibrium geometry (ωB97M-V/def2-TZVPD, OMol25).

XYZ file:
```
276
Properties=species:S:1:pos:R:3:forces:R:3:mulliken_charge:R:1
C -4.024 -0.929 3.964 -0.116 0.316 0.759 -1.65
C -2.511 -0.858 4.324 -0.689 0.771 0.568 2.20
C -1.987 0.472 3.733 0.589 -0.568 -0.203 -1.71
C -2.349 -0.658 5.891 0.503 -1.120 -0.020 -1.32
C -2.189 -1.938 6.742 -1.020 -0.046 -1.398 -0.91
C -1.343 -2.963 6.010 1.204 0.476 1.316 -1.36
C -1.633 -3.264 4.564 -1.261 -0.288 0.236 1.64
C -0.529 -4.166 4.037 0.746 0.951 -0.389 -1.80
C -2.898 -4.130 4.594 -0.541 0.320 -1.244 -1.57
N -1.767 -2.015 3.801 0.961 0.439 4.015 0.57
O -1.975 -2.221 2.491 -0.291 -0.339 -2.225 1.34
H -4.246 -1.286 2.958 0.235 -0.462 0.179 0.00
H -4.544 -1.457 4.764 -0.176 -0.645 -0.367 0.52
H -4.511 0.045 4.009 0.357 0.425 0.011 0.30
H -2.291 0.571 2.691 -0.226 0.367 0.123 -0.37
H -2.285 1.289 4.389 -0.591 0.144 -0.354 0.76
H -0.899 0.539 3.728 0.200 -0.452 0.023 0.01
H -1.455 -0.065 6.084 0.032 0.240 -0.237 0.29
H -3.214 -0.127 6.288 0.024 0.345 -0.320 0.43
H -1.790 -1.727 7.734 0.056 0.076 -0.086 0.45
H -3.183 -2.366 6.878 -0.174 -0.060 0.222 0.42
H -1.404 -3.891 6.579 0.076 -0.224 -0.110 0.45
H -0.308 -2.638 6.114 0.327 0.077 -0.190 0.29
H -0.691 -4.435 2.993 -0.271 -0.536 0.173 0.16
H -0.400 -5.002 4.724 -0.159 -0.240 -0.379 0.57
H 0.423 -3.636 4.015 0.148 0.234 0.186 0.08
H -3.739 -3.563 4.993 0.032 -0.406 0.654 0.36
H -2.654 -5.085 5.059 -0.467 0.162 0.379 0.51
H -3.243 -4.364 3.587 0.215 -0.102 -0.311 -0.09
H -1.094 -1.979 2.198 0.399 0.213 -1.179 -0.28
C 3.787 -1.046 2.843 1.658 1.228 0.639 -1.34
C 4.279 -0.955 4.335 -0.876 0.898 0.872 2.41
C 3.058 -0.648 5.261 -0.121 -0.334 -0.858 -1.77
C 4.897 -2.285 4.729 0.440 -0.589 -0.418 -1.52
C 5.567 -2.376 6.094 0.666 1.239 -1.181 -0.80
C 6.663 -1.274 6.088 -1.114 -1.234 1.755 -1.43
C 6.161 0.122 5.728 1.221 0.500 -1.041 1.52
C 5.449 0.784 6.934 0.770 -0.607 -0.572 -1.70
C 7.452 0.910 5.381 -0.366 -0.053 0.450 -1.98
N 5.371 0.123 4.465 0.084 -3.115 0.332 0.76
O 4.911 1.411 4.192 -0.488 0.142 -0.068 -0.27
H 4.645 -1.190 2.185 0.343 -0.577 0.104 0.35
H 3.033 -1.795 2.601 -0.168 0.343 0.410 0.32
H 3.556 -0.024 2.543 -1.003 -0.090 -0.070 -0.61
H 2.190 -1.053 4.740 -0.300 0.142 0.061 0.30
H 3.077 -1.166 6.220 0.291 0.191 0.077 0.48
H 2.902 0.421 5.407 0.051 -0.003 0.015 0.11
H 4.193 -3.115 4.657 -0.417 0.211 -0.382 0.27
H 5.627 -2.408 3.930 0.420 -0.581 0.113 0.56
H 4.822 -2.225 6.875 0.157 -0.010 0.189 0.36
H 6.064 -3.336 6.234 -0.265 -0.113 0.026 0.43
H 7.569 -1.649 5.613 -0.259 0.355 -0.855 0.46
H 6.985 -1.240 7.129 0.196 0.487 0.251 0.43
H 6.210 1.016 7.680 0.004 -0.188 0.167 0.50
H 4.768 0.027 7.324 -0.375 0.592 0.268 0.37
H 5.018 1.746 6.656 -0.452 -0.297 -0.054 0.26
H 8.272 0.622 6.038 -0.189 0.364 0.598 0.48
H 7.180 1.961 5.482 0.664 0.174 -0.351 0.42
H 7.862 0.628 4.412 -0.543 0.294 -0.324 0.28
H 5.122 1.433 3.255 -0.017 0.594 -0.412 -0.03
C 1.737 0.671 -6.964 -0.569 -0.467 0.991 -1.98
C 0.968 -0.435 -6.148 -0.449 1.059 -1.309 2.13
C 1.716 -0.718 -4.842 -0.262 -0.558 -0.283 -0.73
C -0.474 0.119 -5.838 1.388 0.142 0.236 -2.06
C -1.487 -0.938 -5.493 -0.350 -0.993 -0.030 1.55
C -1.562 -2.005 -6.595 0.014 -0.056 -0.222 -1.73
C -0.210 -2.642 -6.939 1.098 0.650 -1.775 1.31
C 0.194 -3.670 -5.863 -0.296 0.343 -0.264 -0.80
C -0.310 -3.391 -8.334 -0.199 0.100 0.720 -1.90
N 0.784 -1.532 -7.151 -4.045 1.084 2.228 0.13
O 1.970 -2.023 -7.481 3.110 -1.116 -1.294 -0.46
H 1.533 1.617 -6.462 0.106 0.228 -0.170 0.35
H 2.816 0.515 -6.965 -0.038 -0.114 -0.051 0.39
H 1.349 0.688 -7.982 0.028 0.166 0.029 0.50
H 1.115 -1.467 -4.326 0.169 0.187 0.586 -0.49
H 2.738 -1.088 -4.914 -0.077 -0.328 -0.577 0.51
H 1.846 0.203 -4.272 -0.514 0.070 0.187 0.07
H -0.414 0.833 -5.016 0.277 -0.018 0.321 0.37
H -0.783 0.768 -6.658 -0.242 -0.416 -0.431 0.44
H -1.300 -1.474 -4.563 0.507 0.312 0.350 -0.95
H -2.433 -0.432 -5.300 -0.232 -0.252 -0.367 0.50
H -2.047 -1.528 -7.447 0.274 -0.209 -0.410 0.39
H -2.118 -2.916 -6.373 -0.785 0.353 0.487 0.30
H -0.116 -4.663 -6.186 -0.319 -0.026 0.253 0.53
H -0.352 -3.350 -4.975 0.343 -0.515 0.426 -0.29
H 1.265 -3.763 -5.680 0.035 0.419 -0.007 0.17
H -1.049 -4.191 -8.281 -0.060 -0.124 0.309 0.44
H 0.634 -3.864 -8.607 0.071 0.087 0.171 0.43
H -0.642 -2.793 -9.183 0.157 0.535 0.240 0.40
H 2.056 -1.618 -8.347 0.893 -0.407 -0.323 0.39
C -3.001 2.463 -3.764 -0.452 1.031 -1.149 -1.41
C -4.423 2.094 -3.303 0.708 -0.230 -0.551 1.77
C -5.437 3.145 -3.753 -1.039 1.081 -0.553 -2.04
C -4.656 0.770 -3.982 -1.234 -1.375 -0.220 0.02
C -5.835 -0.005 -3.421 -0.328 0.822 1.047 -1.50
C -5.597 -0.210 -1.905 -0.799 0.340 -0.974 -1.69
C -5.253 1.077 -1.059 -0.900 0.313 -2.778 2.77
C -6.608 1.811 -0.791 0.143 0.162 -0.718 -1.64
C -4.642 0.595 0.186 0.556 0.307 1.752 -2.10
N -4.329 1.921 -1.863 0.425 -2.380 -0.317 1.06
O -3.976 3.124 -1.307 -0.003 0.620 1.224 0.04
H -2.226 1.746 -3.492 -0.153 0.155 0.585 -0.53
H -3.000 2.450 -4.854 -0.093 -0.040 -0.303 0.50
H -2.783 3.507 -3.538 0.406 -0.164 0.487 0.55
H -5.779 3.161 -4.788 0.823 -0.724 -0.576 0.40
H -6.441 3.102 -3.330 0.183 -0.302 0.903 0.33
H -5.111 4.180 -3.653 0.320 -0.031 0.529 0.35
H -4.831 0.891 -5.051 0.357 0.333 -0.090 0.84
H -3.792 0.120 -3.848 0.232 0.099 0.012 -0.93
H -6.786 0.521 -3.506 0.005 0.585 -0.265 0.68
H -6.065 -0.920 -3.966 0.523 -0.351 0.217 0.39
H -4.876 -1.024 -1.826 0.153 0.168 0.643 -0.01
H -6.580 -0.497 -1.532 0.231 -0.624 0.483 0.69
H -6.615 2.898 -0.704 0.779 0.159 0.465 0.08
H -7.117 1.439 0.098 -0.147 -0.203 -0.235 0.46
H -7.196 1.753 -1.707 -0.467 -0.658 0.203 0.28
H -4.708 1.389 0.929 0.293 0.017 0.318 0.36
H -3.599 0.292 0.092 -0.017 -0.007 -0.217 -0.04
H -5.206 -0.248 0.586 -0.058 -0.052 -0.022 0.36
H -4.823 3.481 -1.031 -0.275 0.845 0.246 -0.03
C -1.309 -5.007 -2.388 -0.685 -0.449 -0.144 -1.53
C -2.306 -3.917 -1.855 0.017 1.499 0.755 1.60
C -1.562 -2.617 -1.465 1.381 -1.156 -0.933 -0.18
C -3.233 -3.478 -3.000 -0.274 -0.200 -0.629 0.87
C -4.349 -4.427 -3.231 -1.192 -1.206 0.451 -1.29
C -5.257 -4.457 -1.956 1.911 -0.186 -0.704 -0.97
C -4.387 -4.955 -0.736 -2.628 -0.022 -0.512 1.00
C -5.322 -4.607 0.531 2.547 -0.640 0.259 -1.32
C -4.217 -6.491 -0.900 0.095 -0.032 1.092 -1.80
N -3.115 -4.195 -0.638 -1.848 0.133 -0.894 1.50
O -2.379 -4.603 0.479 0.638 -0.968 -0.397 -0.66
H -0.983 -4.862 -3.418 0.078 0.902 -0.015 0.06
H -0.400 -5.196 -1.818 -0.287 0.222 0.425 0.28
H -1.818 -5.958 -2.545 -0.187 -0.182 0.643 0.49
H -0.915 -2.452 -2.326 0.358 0.478 -0.164 -0.58
H -2.159 -1.715 -1.327 -0.291 -0.361 0.285 -0.59
H -0.883 -2.851 -0.645 -0.119 0.366 0.314 0.60
H -3.764 -2.532 -2.898 0.677 0.503 0.624 -0.86
H -2.640 -3.413 -3.912 0.256 0.178 0.019 -0.47
H -4.906 -4.244 -4.150 -0.163 0.482 0.048 0.46
H -3.930 -5.416 -3.415 -0.104 -0.317 0.182 0.48
H -6.113 -5.106 -2.141 0.068 -0.180 0.387 0.48
H -5.642 -3.470 -1.698 0.081 0.208 -0.296 0.16
H -5.700 -3.589 0.622 -0.063 0.013 -0.733 0.23
H -4.562 -4.658 1.310 -0.292 -0.121 0.639 0.17
H -6.087 -5.335 0.803 0.000 -0.054 -0.519 0.38
H -5.139 -7.065 -0.810 -0.446 0.449 -0.163 0.47
H -3.649 -6.870 -0.051 0.502 0.007 -0.138 0.36
H -3.763 -6.815 -1.837 0.205 0.283 0.110 0.30
H -2.313 -3.852 1.073 -0.212 0.544 0.183 0.33
C 7.403 0.854 0.744 0.744 -0.586 0.504 -0.79
C 6.892 2.260 0.356 1.306 -1.349 -1.339 1.41
C 6.955 3.160 1.564 -0.491 0.987 0.683 -1.79
C 7.962 2.858 -0.714 -2.072 -0.298 0.109 -1.19
C 7.785 2.255 -2.113 -1.325 0.610 1.113 -0.60
C 6.281 2.428 -2.552 1.135 -0.540 -0.460 -1.44
C 5.251 1.737 -1.640 -0.306 -0.412 1.184 2.40
C 3.824 2.319 -1.994 0.694 -0.628 0.556 -2.14
C 5.292 0.177 -1.805 -0.263 0.487 -1.312 -1.79
N 5.522 2.178 -0.224 1.436 1.692 -1.723 -0.25
O 4.551 1.714 0.666 0.274 -0.228 0.287 1.11
H 8.466 0.705 0.559 0.270 0.417 -0.347 0.37
H 7.392 0.689 1.822 -0.697 -0.164 0.136 -0.24
H 6.955 0.008 0.223 -0.451 0.242 0.154 -0.03
H 7.855 3.023 2.163 0.125 -0.275 -0.192 0.42
H 6.928 4.222 1.318 0.084 0.079 -0.431 0.42
H 6.120 3.076 2.258 -0.121 -0.537 -0.022 0.13
H 7.702 3.916 -0.746 0.389 0.209 -0.173 0.42
H 8.992 2.710 -0.387 -0.201 0.099 0.464 0.40
H 8.485 2.725 -2.804 -0.188 0.006 -0.167 0.45
H 8.046 1.199 -2.036 -0.117 -0.165 -0.302 0.28
H 6.271 2.050 -3.574 -0.566 -0.586 -0.036 0.39
H 5.951 3.453 -2.722 0.462 0.373 0.578 0.43
H 3.014 1.854 -1.432 0.149 -0.386 0.097 -0.48
H 3.595 2.191 -3.052 0.155 0.189 -0.086 0.67
H 3.787 3.358 -1.668 0.177 0.180 -0.394 0.66
H 6.284 -0.245 -1.968 0.229 0.211 0.618 0.42
H 4.849 -0.037 -2.778 -0.366 0.044 -0.261 0.57
H 4.718 -0.441 -1.116 0.144 0.443 0.482 -0.24
H 4.053 2.530 0.752 -0.890 -0.145 0.460 0.11
C 6.035 -5.246 -3.823 0.310 -0.557 0.873 -2.12
C 5.273 -4.459 -2.717 -0.270 0.292 -0.084 1.92
C 6.212 -3.477 -2.066 0.829 1.653 0.647 -1.27
C 4.100 -3.741 -3.429 -1.312 1.011 1.403 -1.86
C 3.040 -3.069 -2.470 0.192 -1.746 -0.945 2.01
C 2.472 -4.190 -1.631 0.899 0.037 1.825 -1.57
C 3.548 -4.890 -0.753 0.480 -0.485 -1.206 2.28
C 4.019 -3.978 0.353 0.503 0.458 0.372 -1.69
C 2.887 -6.170 -0.226 -0.386 -0.192 0.279 -2.19
N 4.686 -5.333 -1.663 -3.125 1.840 -2.580 0.29
O 5.642 -6.035 -1.035 1.257 -1.524 1.330 -0.49
H 5.424 -6.038 -4.255 -0.125 0.109 -0.059 0.41
H 6.465 -4.628 -4.611 -0.608 0.450 -0.022 0.35
H 6.934 -5.713 -3.421 -0.103 -0.250 0.384 0.48
H 6.938 -3.787 -1.314 -0.141 -1.172 -0.123 0.44
H 6.854 -2.934 -2.760 -0.269 0.133 -0.440 0.36
H 5.672 -2.736 -1.476 -0.253 0.258 -0.396 -0.16
H 4.359 -2.903 -4.076 0.760 -0.549 -0.468 0.65
H 3.494 -4.492 -3.937 0.347 -0.041 -0.515 0.30
H 3.451 -2.213 -1.935 -0.186 -0.095 0.150 -0.15
H 2.179 -2.796 -3.080 0.311 0.700 -0.211 -1.15
H 1.947 -4.947 -2.213 0.128 0.140 -0.345 0.65
H 1.765 -3.807 -0.894 -0.357 0.092 -0.005 0.22
H 3.231 -3.744 1.069 -0.061 -0.193 0.071 0.37
H 4.389 -3.024 -0.023 -0.242 0.059 -0.144 -0.09
H 4.883 -4.398 0.868 -0.134 -0.267 0.192 0.46
H 2.515 -6.756 -1.067 0.201 -0.132 -0.103 0.56
H 2.002 -5.966 0.377 -0.132 0.486 -0.018 0.28
H 3.460 -6.819 0.436 0.557 0.154 -0.205 0.47
H 5.259 -6.902 -1.192 0.862 -0.658 0.433 0.40
C -6.804 5.244 5.237 0.100 0.962 -1.283 -2.08
C -6.216 5.161 3.763 0.291 0.739 1.558 1.63
C -5.014 4.198 3.780 -0.280 0.194 0.006 -1.58
C -7.360 4.617 2.858 0.596 0.145 0.117 -1.64
C -6.947 4.620 1.410 0.013 1.955 -0.874 0.71
C -6.639 6.124 0.984 0.516 -1.672 1.327 -1.74
C -5.598 6.856 1.902 -0.135 -0.018 -1.792 1.79
C -4.174 6.399 1.371 -0.264 0.538 0.772 -1.48
C -5.863 8.366 1.609 1.050 0.381 0.892 -2.05
N -5.838 6.562 3.352 -1.690 -0.420 -1.391 0.45
O -5.018 7.284 4.271 0.011 -0.867 -0.826 -0.47
H -7.340 4.337 5.515 0.371 -0.097 0.088 0.38
H -6.075 5.589 5.970 0.247 -0.606 -0.039 0.37
H -7.531 6.057 5.237 -0.329 -0.026 -0.142 0.52
H -5.370 3.247 4.175 0.154 -0.273 -0.256 0.43
H -4.566 4.101 2.791 -0.086 -0.303 0.044 0.07
H -4.221 4.528 4.452 -0.109 0.292 0.067 0.43
H -7.585 3.611 3.212 -0.033 -0.094 0.041 0.50
H -8.266 5.214 2.966 0.034 0.168 0.226 0.37
H -6.117 3.938 1.226 0.186 0.183 0.010 -0.49
H -7.723 4.376 0.684 -0.338 -0.602 0.396 0.50
H -7.570 6.690 0.959 -0.112 -0.131 0.078 0.51
H -6.239 6.057 -0.027 0.089 0.473 -0.049 0.43
H -3.502 6.501 2.222 0.289 -0.401 -0.097 0.47
H -3.716 6.957 0.555 -0.490 0.687 0.023 0.48
H -4.183 5.395 0.946 -0.102 -0.329 0.596 -0.09
H -6.840 8.741 1.913 -0.054 -0.419 0.564 0.44
H -5.783 8.772 0.600 0.275 -0.988 -0.481 0.38
H -5.077 8.908 2.135 -0.167 0.360 0.313 0.47
H -5.638 7.946 4.586 0.041 0.162 0.152 0.35
O 1.907 3.156 1.063 0.048 0.372 0.703 -0.33
C 1.593 3.392 2.223 2.000 -0.540 -3.567 0.13
C 2.311 2.867 3.398 -1.409 -0.526 1.615 1.29
C 1.162 3.071 4.456 2.023 -0.248 0.911 -0.58
C 0.178 4.017 3.795 -1.482 -1.132 2.711 -0.18
O 0.510 4.098 2.449 -0.746 0.817 0.011 -0.31
H 2.576 1.832 3.184 -0.364 -0.095 0.127 -1.14
H 3.267 3.283 3.715 -0.248 0.662 -0.427 0.38
H 0.736 2.132 4.809 -0.169 -0.009 -0.421 0.02
H 1.571 3.538 5.353 0.068 -0.013 0.023 0.46
H -0.788 3.549 3.985 -0.423 -0.031 -0.985 -0.06
H 0.047 4.928 4.380 0.707 0.707 -0.855 0.36
O 0.566 -1.041 1.652 -1.203 2.418 -2.823 -0.68
C 0.329 -0.218 0.712 1.157 -3.214 5.287 0.18
C 0.929 -0.305 -0.612 0.112 1.065 -1.925 2.17
C 0.098 0.725 -1.367 -0.003 0.275 -1.074 1.21
C -0.555 1.579 -0.281 -0.422 1.159 -1.284 1.14
O -0.388 0.894 0.953 0.597 -1.013 -0.522 -0.43
H 1.967 0.024 -0.553 0.157 0.110 0.401 -1.24
H 0.970 -1.239 -1.172 -0.308 -0.324 0.784 -1.04
H 0.699 1.357 -2.021 0.124 0.040 0.057 0.48
H -0.593 0.224 -2.044 -0.390 -0.029 0.252 -0.56
H -0.075 2.557 -0.298 0.280 -0.147 0.773 -0.69
H -1.610 1.806 -0.434 -0.175 -0.436 -0.024 -0.82
O -0.210 7.224 -4.490 -0.306 1.337 -0.892 -0.57
C -0.134 6.583 -3.504 0.516 -1.796 0.824 0.42
C 0.734 5.364 -3.307 -0.826 -1.626 1.253 -0.52
C 0.071 4.671 -2.053 1.419 -0.387 -0.276 2.01
C -0.704 5.773 -1.389 0.112 -0.459 0.447 -0.21
O -0.925 6.730 -2.422 -0.785 1.177 0.516 -0.38
H 0.651 4.692 -4.161 0.181 0.354 -0.196 0.20
H 1.785 5.545 -3.084 -0.120 0.396 -0.263 0.33
H -0.552 3.799 -2.248 -0.021 0.138 -0.499 -0.78
H 0.876 4.340 -1.397 -0.094 -0.207 0.124 -0.61
H -1.631 5.429 -0.929 -0.415 0.128 -0.657 0.07
H -0.160 6.132 -0.515 0.321 0.853 -0.358 0.18
```
Positions in Å, forces in eV/Å.

Its SMILES is CC1(C)CCCC(C)(C)N1O.CC1(C)CCCC(C)(C)N1O.CC1(C)CCCC(C)(C)N1O.CC1(C)CCCC(C)(C)N1O.CC1(C)CCCC(C)(C)N1O.CC1(C)CCCC(C)(C)N1O.CC1(C)CCCC(C)(C)N1O.CC1(C)CCCC(C)(C)N1O.O=C1CCCO1.O=C1CCCO1.O=C1CCCO1. The calculation puts the highest occupied orbital energy at -7.855 eV. The calculation puts the frontier orbital gap at 8.3132 eV. The calculation puts the total energy at -4793.5220 a.u. The calculation puts the lowest unoccupied orbital energy at 0.017 Ha. Its energy above the lowest of the compared OMol25 structures with the same formula, charge and spin is 0.0 kcal/mol.